Here is a 2-piece molecular cluster, C10H24N5O3S overall in a non-equilibrium geometry from OMol25. Energies are from the ωB97M-V functional and the def2-TZVPD basis.

## Properties
Charge   +1
Orbital gap   0.3036 Eh
DFT total energy   -35179.0448 eV

Last columns: bonded neighbours and bond lengths (Å).
Positions of all 43 atoms, in Å:
1 C 1.086 -1.273 2.902  C2 1.501, H14 1.087, H15 1.088, H16 1.091
2 C 0.644 -0.103 2.072  C1 1.501, O3 1.191, N4 1.459
3 O 1.347 0.377 1.237  C2 1.191
4 N -0.674 0.481 2.297  C2 1.459, C5 1.480, C6 1.414
5 C -0.608 1.222 3.577  N4 1.480, H17 1.087, H18 1.095, H19 1.084
6 C -1.707 -0.484 2.251  N4 1.414, C7 1.547, N12 1.503, H20 1.109
7 C -1.664 -1.568 1.149  C6 1.547, S8 1.835, N9 1.487, H21 1.080
8 S -1.483 -0.849 -0.530  C7 1.835, H22 1.342
9 N -3.066 -2.059 1.218  C7 1.487, C10 1.346, H23 1.009
10 C -3.821 -1.084 1.758  N9 1.346, N11 1.318, N12 1.349
11 N -5.075 -1.169 2.156  C10 1.318, H24 1.006, H25 1.009
12 N -3.071 0.030 1.883  C6 1.503, C10 1.349, O13 1.382
13 O -3.619 1.070 2.611  N12 1.382, H26 0.970
14 H 2.146 -1.160 3.116  C1 1.087
15 H 0.537 -1.388 3.835  C1 1.088
16 H 0.980 -2.194 2.328  C1 1.091
17 H 0.283 1.843 3.563  C5 1.087
18 H -0.544 0.542 4.433  C5 1.095
19 H -1.476 1.862 3.685  C5 1.084
20 H -1.847 -1.017 3.213  C6 1.109
21 H -0.944 -2.358 1.310  C7 1.080
22 H -0.164 -0.606 -0.496  S8 1.342
23 H -3.235 -3.014 1.498  N9 1.009
24 H -5.722 -1.852 1.801  N11 1.006
25 H -5.408 -0.498 2.832  N11 1.009
26 H -3.481 1.853 2.055  O13 0.970
27 C 0.902 0.720 -4.107  C28 1.525, H33 1.090, H34 1.090, H35 1.091
28 C 1.569 1.421 -2.928  C27 1.525, C29 1.533, N32 1.467, H36 1.094
29 C 3.053 1.735 -3.148  C28 1.533, O30 1.412, H37 1.093, H38 1.098
30 O 3.913 0.621 -3.029  C29 1.412, C31 1.416
31 C 4.044 -0.179 -4.190  O30 1.416, H39 1.094, H40 1.093, H41 1.089
32 N 1.348 0.635 -1.709  C28 1.467, H42 1.014, H43 1.018
33 H 1.180 -0.332 -4.159  C27 1.090
34 H -0.182 0.764 -4.004  C27 1.090
35 H 1.170 1.192 -5.054  C27 1.091
36 H 1.066 2.383 -2.792  C28 1.094
37 H 3.372 2.431 -2.368  C29 1.093
38 H 3.209 2.234 -4.114  C29 1.098
39 H 4.002 0.428 -5.098  C31 1.094
40 H 3.276 -0.955 -4.241  C31 1.093
41 H 5.017 -0.666 -4.140  C31 1.089
42 H 1.694 1.145 -0.904  N32 1.014
43 H 1.955 -0.180 -1.767  N32 1.018